Entry a
A 2-piece molecular cluster, C10H16 overall. Source: the OMol25 dataset; level of theory: wB97M-V/def2-TZVPD.

## Properties
**Total charge**: 0
**HOMO-LUMO gap**: 9.965 eV
**Multiplicity**: 1
**SMILES**: Cc1ccccc1.CCC

Geometry (Å):
C 0.00 -2.45 -2.99
C 1.19 -1.61 -2.51
C -0.75 -3.09 -1.86
H -0.64 -1.83 -3.64
H 0.44 -3.18 -3.68
H 1.82 -2.13 -1.79
H -1.53 -2.48 -1.38
H -1.34 -3.99 -2.08
H 0.82 -0.65 -2.15
H 1.82 -1.30 -3.34
H -0.09 -3.34 -1.03
C 1.02 1.52 3.60
C -0.06 2.69 0.19
C 0.72 2.51 1.32
C -1.22 1.97 0.00
C 0.26 1.66 2.33
C -1.64 1.06 0.98
C -0.98 1.03 2.19
H 0.24 3.45 -0.53
H 1.68 2.98 1.47
H -1.91 2.18 -0.79
H -2.51 0.45 0.76
H 0.60 1.91 4.53
H 2.07 1.83 3.55
H -1.23 0.35 2.98
H 1.22 0.48 3.86

In elementary charge units, the natural (NBO) charges are: -0.4046, -0.6028, -0.6165, 0.1996, 0.1940, 0.2027, 0.2053, 0.2104, 0.2050, 0.2041, 0.2029, -0.6444, -0.2072, -0.2040, -0.2280, -0.0209, -0.1941, -0.2148, 0.2117, 0.2094, 0.2118, 0.2119, 0.2258, 0.2176, 0.2078, 0.2174


Entry b
A 2-piece molecular cluster, C10H16 overall. Source: the OMol25 dataset; level of theory: wB97M-V/def2-TZVPD.

## Properties
**Total charge**: 0
**HOMO-LUMO gap**: 9.953 eV
**Multiplicity**: 1
**SMILES**: Cc1ccccc1.CCC

Geometry (Å):
C 1.36 1.41 2.59
C 0.91 -0.12 0.61
C 1.39 1.06 1.12
C 0.84 -0.41 -0.77
C 2.12 1.92 0.20
C 1.33 0.53 -1.64
C 1.93 1.69 -1.13
H 0.39 -0.75 1.34
H 0.47 -1.37 -1.09
H 1.29 0.59 3.29
H 0.57 2.16 2.66
H 2.62 2.82 0.54
H 1.31 0.25 -2.69
H 2.22 2.35 -1.95
H 2.30 1.97 2.79
C -2.44 -1.13 -0.35
C -1.91 -2.47 0.22
C -3.75 -1.42 -1.11
H -1.73 -0.74 -1.07
H -2.60 -0.46 0.51
H -1.08 -2.79 -0.37
H -1.88 -2.67 1.29
H -4.18 -0.64 -1.72
H -2.76 -3.19 0.13
H -4.40 -2.05 -0.51
H -3.39 -2.08 -1.94

In elementary charge units, the natural (NBO) charges are: -0.6349, -0.2377, 0.0076, -0.1875, -0.2191, -0.2362, -0.2089, 0.2080, 0.2088, 0.2229, 0.2235, 0.2124, 0.2128, 0.2121, 0.2153, -0.4042, -0.6351, -0.6090, 0.2083, 0.1993, 0.2063, 0.2209, 0.2142, 0.2028, 0.2035, 0.1940


Entry c
A 2-piece molecular cluster, C10H16 overall. Source: the OMol25 dataset; level of theory: wB97M-V/def2-TZVPD.

## Properties
**Total charge**: 0
**HOMO-LUMO gap**: 9.586 eV
**Multiplicity**: 1
**SMILES**: CCc1ccccc1.CC

Geometry (Å):
C 0.87 1.93 -0.49
C 2.02 3.01 -0.31
C 0.58 0.73 0.37
C -0.68 0.60 0.89
C 1.42 -0.39 0.44
C -0.95 -0.39 1.84
C 1.22 -1.38 1.45
C 0.05 -1.41 2.09
H -0.18 2.64 -0.57
H 1.18 1.38 -1.53
H 1.59 3.59 0.57
H -1.48 1.10 0.53
H 2.23 -0.33 -0.15
H -1.74 -0.41 2.62
H 1.91 -2.20 1.38
H -0.17 -2.14 2.94
H 2.14 3.59 -1.21
H 2.97 2.40 -0.19
C -2.05 -1.10 -2.97
C -1.91 -1.77 -1.66
H -2.82 -0.37 -3.12
H -1.09 -0.64 -3.29
H -2.10 -1.84 -3.90
H -1.30 -2.58 -1.82
H -2.97 -2.19 -1.25
H -1.57 -1.08 -0.90

In elementary charge units, the natural (NBO) charges are: -0.3945, -0.6076, -0.0295, -0.2193, -0.1961, -0.2042, -0.2202, -0.2212, 0.2000, 0.2025, 0.2145, 0.2079, 0.1958, 0.2212, 0.2140, 0.2133, 0.2160, 0.2085, -0.6064, -0.6014, 0.2056, 0.2009, 0.1920, 0.2067, 0.1872, 0.2143


Which structure is the most stable? The one labeled entry a.


Entry a
A 13-piece molecular cluster, H26O13 overall. Source: the OMol25 dataset; level of theory: wB97M-V/def2-TZVPD.

## Properties
**Total charge**: 0
**HOMO-LUMO gap**: 10.193 eV
**Multiplicity**: 1

Geometry (Å):
H -0.35 -0.59 -1.36
H 0.38 0.43 -0.50
H 0.83 2.71 2.74
H 1.93 3.31 1.88
H -4.16 -3.31 -0.82
H -4.24 -1.79 -0.79
H 3.47 -0.25 -1.23
H 2.08 -0.16 -1.84
H -3.28 -2.30 -3.76
H -2.93 -2.29 -5.24
H 1.97 -4.35 -0.73
H 1.80 -2.85 -0.52
H 0.74 2.18 -0.82
H 0.26 3.31 -1.72
H 3.91 0.84 2.02
H 3.48 2.25 2.38
H -1.92 4.38 -1.69
H -2.37 3.44 -0.58
H -1.87 -1.93 2.82
H -3.17 -1.39 3.38
H -0.12 4.51 0.78
H -1.27 3.51 0.83
H 3.32 -2.44 1.63
H 1.94 -3.07 1.52
H -0.48 -2.49 0.77
H 0.04 -1.29 1.55
O -0.07 -0.42 -0.45
O 1.75 2.57 2.47
O -4.60 -2.58 -0.37
O 3.01 -0.03 -2.05
O -2.53 -2.25 -4.36
O 1.55 -3.56 -1.11
O 0.88 3.12 -1.01
O 3.40 1.59 1.69
O -2.40 3.55 -1.54
O -2.45 -1.16 2.79
O -0.76 4.06 0.22
O 2.88 -3.27 1.42
O -0.62 -2.00 1.59

In elementary charge units, the natural (NBO) charges are: 0.4885, 0.4579, 0.4674, 0.4726, 0.4640, 0.4673, 0.4665, 0.4574, 0.4640, 0.4717, 0.4774, 0.4664, 0.4404, 0.4770, 0.4557, 0.4787, 0.4731, 0.4663, 0.4890, 0.4537, 0.4777, 0.4606, 0.4703, 0.4727, 0.4826, 0.4832, -0.9453, -0.9382, -0.9309, -0.9250, -0.9357, -0.9468, -0.9182, -0.9357, -0.9382, -0.9551, -0.9383, -0.9416, -0.9529


Entry b
A 13-piece molecular cluster, H26O13 overall. Source: the OMol25 dataset; level of theory: wB97M-V/def2-TZVPD.

## Properties
**Total charge**: 0
**HOMO-LUMO gap**: 9.285 eV
**Multiplicity**: 1

Geometry (Å):
H 0.33 0.50 0.18
H 1.14 0.54 1.46
H -0.48 -3.51 -0.49
H 0.79 -4.10 -1.09
H -0.90 -1.01 -3.72
H -2.36 -1.41 -3.65
H -2.89 -1.18 0.02
H -3.22 -2.40 0.86
H 2.14 0.14 -0.69
H 2.03 -0.61 -2.00
H 3.65 -2.06 0.20
H 4.60 -0.90 -0.07
H 3.69 -2.00 4.41
H 3.39 -0.53 4.16
H -1.10 3.30 -0.46
H -0.81 4.49 -1.36
H -3.21 2.88 1.52
H -4.51 3.24 2.22
H -1.42 0.70 1.92
H -2.29 -0.41 1.36
H -1.18 1.60 -0.71
H -0.63 2.45 -1.85
H 3.95 4.10 -1.39
H 3.18 3.00 -0.68
H -2.07 -4.02 -0.45
H -1.97 -2.56 -0.87
O 0.46 0.03 1.01
O 0.35 -3.95 -0.25
O -1.48 -1.70 -3.39
O -3.55 -1.52 0.64
O 1.96 0.27 -1.62
O 4.51 -1.86 -0.19
O 3.34 -1.40 3.75
O -0.38 3.87 -0.77
O -3.73 2.67 2.29
O -2.27 0.55 1.50
O -0.36 1.99 -1.05
O 3.36 3.94 -0.64
O -2.07 -3.13 -0.09

In elementary charge units, the natural (NBO) charges are: 0.4924, 0.4682, 0.4585, 0.4575, 0.4802, 0.4752, 0.4407, 0.4958, 0.4663, 0.4732, 0.4746, 0.4650, 0.4718, 0.4665, 0.4639, 0.4439, 0.4615, 0.4584, 0.4772, 0.4771, 0.4621, 0.4862, 0.4652, 0.4693, 0.4923, 0.4873, -0.9625, -0.9486, -0.9539, -0.9305, -0.9424, -0.9385, -0.9377, -0.9232, -0.9195, -0.9757, -0.9302, -0.9344, -0.9331


Entry c
A 13-piece molecular cluster, H26O13 overall. Source: the OMol25 dataset; level of theory: wB97M-V/def2-TZVPD.

## Properties
**Total charge**: 0
**HOMO-LUMO gap**: 10.135 eV
**Multiplicity**: 1

Geometry (Å):
H 0.28 0.09 -0.11
H 1.58 -0.31 0.17
H 5.77 0.13 -1.55
H 4.60 0.70 -2.34
H -4.23 2.40 -0.73
H -2.96 2.75 -0.25
H -0.95 -2.08 -3.41
H -2.35 -2.03 -2.61
H -0.24 -0.83 2.47
H -0.88 -2.04 2.39
H 2.41 2.42 -1.69
H 0.97 2.35 -1.89
H 2.80 -4.55 -1.05
H 3.55 -3.62 -0.09
H 1.55 -2.45 2.66
H 1.97 -1.37 1.80
H 3.52 3.39 0.79
H 4.67 3.62 0.09
H -3.76 -0.67 -0.75
H -3.71 0.60 -1.61
H -2.73 1.15 -0.32
H -3.85 0.57 0.56
H -0.90 2.29 2.08
H -0.54 0.76 2.32
H -1.81 -2.17 0.86
H -2.03 -2.46 -0.54
O 0.78 -0.33 0.58
O 4.84 0.27 -1.52
O -3.83 2.82 0.07
O -1.88 -1.64 -3.31
O -0.91 -1.34 2.96
O 1.63 1.83 -1.42
O 2.77 -3.79 -0.51
O 1.45 -1.54 2.61
O 3.73 3.52 -0.09
O -3.94 -0.35 -1.56
O -2.90 0.78 0.51
O -0.17 1.60 2.07
O -1.92 -1.67 -0.03

In elementary charge units, the natural (NBO) charges are: 0.4849, 0.4623, 0.4658, 0.4710, 0.4380, 0.4436, 0.4722, 0.4692, 0.4875, 0.4323, 0.4841, 0.4583, 0.4741, 0.4674, 0.4578, 0.4715, 0.4679, 0.4607, 0.4794, 0.4404, 0.4225, 0.4677, 0.4696, 0.4738, 0.4633, 0.4474, -0.9441, -0.9364, -0.8769, -0.9411, -0.9257, -0.9431, -0.9412, -0.9197, -0.9273, -0.9241, -0.8925, -0.9471, -0.9139


Which structure is the most stable? The one labeled entry a.


Entry a
A 13-piece molecular cluster, H26O13 overall. Source: the OMol25 dataset; level of theory: wB97M-V/def2-TZVPD.

## Properties
**Total charge**: 0
**HOMO-LUMO gap**: 9.838 eV
**Multiplicity**: 1

Geometry (Å):
H 0.08 -1.63 0.44
H 0.04 -0.21 0.00
H -4.26 0.74 2.49
H -2.81 0.45 2.39
H 1.60 -0.49 -4.53
H 1.45 -1.50 -3.33
H 3.55 2.80 -1.76
H 3.24 3.63 -0.58
H 3.17 -1.36 -4.65
H 3.23 -2.19 -3.43
H -0.57 1.19 3.91
H -1.20 0.96 5.16
H -0.13 2.04 -0.33
H -0.84 1.88 1.08
H -2.09 3.43 -1.56
H -3.29 2.52 -1.40
H 3.68 -3.16 1.40
H 4.02 -2.79 -0.03
H -2.14 -3.29 2.19
H -3.58 -3.26 1.55
H -1.59 -0.37 -3.93
H -1.40 1.15 -3.45
H -0.63 -4.06 3.04
H -0.77 -4.98 1.94
H 0.38 3.48 1.36
H 0.45 4.93 2.09
O 0.42 -1.03 -0.24
O -3.43 1.23 2.31
O 1.34 -1.35 -4.23
O 3.12 2.79 -0.89
O 3.54 -1.34 -3.69
O -1.27 0.60 4.30
O -0.63 2.52 0.41
O -2.30 2.53 -1.33
O 3.66 -2.39 0.84
O -2.62 -3.11 1.40
O -1.16 0.16 -3.28
O -1.13 -4.84 2.84
O 0.88 4.35 1.49

In elementary charge units, the natural (NBO) charges are: 0.4638, 0.4551, 0.4634, 0.4722, 0.4775, 0.4884, 0.4632, 0.4647, 0.4749, 0.4533, 0.4653, 0.4669, 0.4971, 0.4706, 0.4668, 0.4702, 0.4575, 0.4674, 0.4736, 0.4775, 0.4698, 0.4786, 0.4563, 0.4759, 0.4946, 0.4604, -0.9198, -0.9359, -0.9540, -0.9276, -0.9404, -0.9316, -0.9269, -0.9362, -0.9245, -0.9649, -0.9488, -0.9182, -0.9962


Entry b
A 13-piece molecular cluster, H26O13 overall. Source: the OMol25 dataset; level of theory: wB97M-V/def2-TZVPD.

## Properties
**Total charge**: 0
**HOMO-LUMO gap**: 10.202 eV
**Multiplicity**: 1

Geometry (Å):
O -1.21 -2.54 -1.13
H -1.54 -3.43 -1.06
H -0.25 -2.61 -1.15
O 0.58 -1.53 1.91
H 0.81 -1.70 1.01
H 0.55 -0.63 1.91
O -1.05 1.17 2.47
H -0.72 1.45 3.30
H -2.01 1.38 2.50
O -0.03 0.40 -0.49
H -0.84 0.09 -0.04
H 0.50 0.85 0.21
O 2.31 1.40 -2.24
H 2.84 1.43 -3.02
H 1.60 0.84 -2.58
O -1.72 3.34 1.12
H -1.28 2.59 1.53
H -2.28 2.82 0.53
O 3.49 -0.67 -0.87
H 2.95 0.04 -1.31
H 3.67 -0.30 -0.01
O 0.86 -0.64 -2.89
H 1.11 -1.49 -3.25
H 0.46 -0.72 -2.02
O -3.02 -1.24 2.95
H -2.61 -1.10 2.04
H -3.90 -0.86 2.88
O 1.54 -2.43 -0.40
H 1.96 -1.72 -0.86
H 1.73 -3.20 -0.87
O -2.59 -0.72 0.40
H -2.23 -1.46 -0.10
H -3.45 -0.47 0.15
O 1.81 1.31 1.28
H 1.76 2.21 1.54
H 2.66 1.04 1.69
O -0.56 2.53 -1.98
H -1.45 2.80 -1.83
H -0.46 1.77 -1.35

In elementary charge units, the natural (NBO) charges are: -0.9723, 0.4809, 0.4952, -0.9480, 0.4760, 0.4550, -0.9398, 0.4841, 0.4889, -1.0163, 0.5086, 0.5168, -0.9533, 0.4667, 0.4989, -0.9479, 0.4684, 0.4472, -0.9834, 0.5027, 0.4655, -0.9681, 0.4817, 0.5051, -0.9777, 0.4966, 0.4455, -0.9713, 0.5084, 0.4743, -0.9828, 0.5229, 0.4860, -0.9516, 0.4872, 0.4888, -0.9654, 0.4454, 0.4812


Which structure is the most stable? The one labeled entry b.


Entry a
A 13-piece molecular cluster, H26O13 overall. Source: the OMol25 dataset; level of theory: wB97M-V/def2-TZVPD.

## Properties
**Total charge**: 0
**HOMO-LUMO gap**: 9.680 eV
**Multiplicity**: 1

Geometry (Å):
O -18.30 15.57 11.70
H -18.44 16.20 12.42
H -19.03 14.95 11.76
O -13.81 17.95 13.45
H -14.45 18.14 12.75
H -13.23 17.26 13.08
O -12.11 17.23 11.38
H -11.30 17.72 11.56
H -12.70 17.90 10.99
O -15.84 20.63 13.29
H -16.61 20.20 13.67
H -15.24 20.77 14.03
O -17.96 18.32 12.77
H -18.18 18.86 13.53
H -18.39 18.75 12.00
O -14.37 20.33 9.20
H -13.84 20.41 10.00
H -14.95 21.11 9.23
O -15.04 22.51 11.31
H -15.13 23.35 11.79
H -15.50 21.86 11.85
O -15.21 15.46 11.08
H -16.08 15.40 11.50
H -14.88 16.33 11.32
O -17.82 20.87 9.10
H -18.71 21.23 9.17
H -17.90 19.95 9.38
O -18.85 18.40 10.23
H -18.44 17.52 10.14
H -19.80 18.21 10.27
O -15.53 18.36 11.25
H -16.46 18.30 11.52
H -15.34 19.31 11.21
O -12.79 20.54 11.51
H -13.17 20.49 12.39
H -11.86 20.35 11.64
O -14.34 17.00 8.22
H -14.61 16.11 8.46
H -14.75 17.56 8.88

In elementary charge units, the natural (NBO) charges are: -0.9703, 0.4926, 0.4790, -1.0048, 0.4824, 0.4925, -0.9433, 0.4668, 0.4845, -0.9576, 0.4778, 0.4888, -0.9837, 0.4730, 0.5050, -0.9782, 0.4835, 0.4839, -0.9608, 0.4665, 0.4849, -0.9610, 0.4774, 0.4784, -0.9503, 0.4595, 0.4855, -0.9748, 0.5116, 0.4896, -0.9834, 0.4903, 0.4990, -0.9505, 0.4863, 0.4793, -0.9520, 0.4721, 0.4802


Entry b
A 13-piece molecular cluster, H26O13 overall. Source: the OMol25 dataset; level of theory: wB97M-V/def2-TZVPD.

## Properties
**Total charge**: 0
**HOMO-LUMO gap**: 10.071 eV
**Multiplicity**: 1

Geometry (Å):
H 0.28 -0.47 0.25
H 0.68 0.94 0.62
H -3.69 -3.81 0.23
H -3.19 -2.39 0.39
H -1.48 0.69 2.32
H -1.74 0.58 0.83
H 0.33 -1.99 -1.54
H -1.15 -2.06 -1.89
H -4.57 -2.36 -1.11
H -3.36 -1.89 -1.89
H 2.85 -0.85 1.87
H 1.38 -0.79 1.49
H -0.63 -0.58 5.54
H 0.39 0.29 4.82
H 3.11 2.05 1.82
H 2.06 1.95 0.73
H -3.54 3.41 -0.22
H -3.35 2.03 0.38
H 5.52 0.80 -0.54
H 5.16 -0.64 -0.24
H -2.41 1.47 -2.18
H -2.28 2.11 -3.55
H 1.19 3.77 -1.30
H 0.21 2.61 -1.46
H 5.21 -2.27 -2.30
H 3.78 -2.32 -1.79
O 0.81 0.27 -0.05
O -3.86 -3.00 0.72
O -1.27 0.15 1.55
O -0.54 -1.70 -1.24
O -3.75 -2.67 -1.49
O 2.26 -0.90 1.11
O -0.43 -0.20 4.68
O 2.36 2.53 1.45
O -3.79 2.49 -0.34
O 5.50 -0.07 -0.94
O -2.28 2.32 -2.61
O 0.25 3.55 -1.24
O 4.62 -2.79 -1.75

In elementary charge units, the natural (NBO) charges are: 0.4872, 0.4603, 0.4752, 0.4776, 0.4887, 0.4660, 0.4833, 0.4718, 0.4953, 0.4585, 0.4531, 0.4705, 0.4755, 0.4694, 0.4650, 0.4739, 0.4820, 0.4501, 0.4671, 0.4785, 0.4643, 0.4629, 0.4646, 0.4784, 0.4772, 0.4692, -0.9466, -0.9516, -0.9522, -0.9514, -0.9549, -0.9330, -0.9440, -0.9389, -0.9306, -0.9464, -0.9277, -0.9428, -0.9453


Entry c
A 13-piece molecular cluster, H26O13 overall. Source: the OMol25 dataset; level of theory: wB97M-V/def2-TZVPD.

## Properties
**Total charge**: 0
**HOMO-LUMO gap**: 9.213 eV
**Multiplicity**: 1

Geometry (Å):
H -0.17 -0.92 -0.79
H -0.37 0.52 -0.32
H 0.35 -4.14 2.08
H 0.30 -2.73 2.62
H -2.75 0.16 -0.48
H -2.33 1.13 0.68
H 2.66 -2.37 2.71
H 3.51 -1.68 1.72
H 0.68 2.15 -2.30
H -0.25 3.09 -1.40
H -2.32 4.47 1.15
H -1.30 3.54 0.82
H 1.35 -1.32 -0.37
H 2.99 -1.62 -0.32
H -4.70 1.06 0.98
H -4.41 2.28 -0.02
H 0.28 -3.14 -2.13
H 1.47 -2.21 -2.09
H -3.39 -3.47 -1.90
H -2.81 -3.75 -3.30
H 2.87 1.33 2.61
H 2.88 1.20 1.16
H 5.95 -0.94 0.82
H 4.47 -1.15 0.17
H -2.25 3.88 -0.79
H -3.65 3.83 -1.58
O 0.16 -0.27 -0.16
O -0.02 -3.31 1.90
O -1.98 0.52 0.02
O 2.77 -2.24 1.74
O -0.14 2.15 -1.77
O -1.39 4.41 1.22
O 2.20 -1.20 -0.81
O -4.35 2.03 0.91
O 1.10 -2.93 -1.66
O -2.86 -3.07 -2.59
O 3.41 1.65 1.81
O 5.20 -0.51 0.42
O -3.14 3.60 -0.72

In elementary charge units, the natural (NBO) charges are: 0.4599, 0.5144, 0.4605, 0.4613, 0.4785, 0.4934, 0.4658, 0.4622, 0.4885, 0.4625, 0.4757, 0.4500, 0.5160, 0.4388, 0.4689, 0.4874, 0.4541, 0.4845, 0.4717, 0.4724, 0.4535, 0.4747, 0.4745, 0.4557, 0.4796, 0.4919, -0.9729, -0.9203, -0.9543, -0.9312, -0.9470, -0.9191, -0.9738, -0.9564, -0.9482, -0.9435, -0.9282, -0.9294, -0.9725


Entry d
A 13-piece molecular cluster, H26O13 overall. Source: the OMol25 dataset; level of theory: wB97M-V/def2-TZVPD.

## Properties
**Total charge**: 0
**HOMO-LUMO gap**: 10.196 eV
**Multiplicity**: 1

Geometry (Å):
O 2.74 -2.49 0.45
H 1.96 -3.05 0.44
H 3.16 -2.64 -0.40
O -1.22 0.14 1.51
H -1.40 -0.18 0.62
H -0.26 0.27 1.53
O -2.17 -1.13 -1.28
H -1.25 -1.26 -1.54
H -2.63 -1.95 -1.15
O 0.26 -4.03 1.41
H -0.64 -4.33 1.49
H 0.54 -3.34 2.00
O -1.38 2.79 -2.58
H -2.24 2.85 -3.02
H -1.25 1.85 -2.44
O 1.49 1.84 3.20
H 1.69 1.40 2.35
H 2.12 1.39 3.79
O -3.07 1.79 -1.07
H -2.31 2.34 -0.83
H -3.43 1.73 -0.17
O -2.05 -0.34 3.91
H -1.18 -0.21 4.29
H -1.94 -0.39 2.93
O 1.57 1.12 -1.86
H 0.93 1.10 -2.57
H 1.12 1.47 -1.07
O -0.47 -0.82 -3.75
H -0.43 -1.70 -4.14
H -1.12 -0.27 -4.19
O 1.97 0.16 1.26
H 1.94 -0.50 1.96
H 2.56 -0.14 0.56
O 0.66 2.86 0.77
H 0.97 2.70 1.68
H 0.00 3.55 0.93
O 1.78 -1.69 -1.88
H 0.86 -1.82 -1.62
H 1.63 -0.80 -2.26

In elementary charge units, the natural (NBO) charges are: -0.9762, 0.4820, 0.4925, -0.9697, 0.4959, 0.4934, -0.9533, 0.4764, 0.4804, -0.9749, 0.4925, 0.4862, -0.9415, 0.4826, 0.4653, -0.9853, 0.4870, 0.4751, -0.9552, 0.4788, 0.4698, -0.9825, 0.4568, 0.4954, -0.9652, 0.4729, 0.5038, -0.9774, 0.4908, 0.4885, -0.9787, 0.4870, 0.5291, -0.9697, 0.4868, 0.4737, -0.9546, 0.4464, 0.4950


Which structure is the most stable? The one labeled entry a.